{"formula": "C14H15BN8OS2V", "method": "wB97M-V/def2-TZVPD", "total_charge": 2, "homo_energy_ha": [-0.5440, -0.5440], "multiplicity": 2, "s_squared": 0.982, "orbital_gap_ha": [0.1949, 0.2427], "elements": ["V", "C", "C", "N", "N", "C", "B", "N", "C", "C", "C", "N", "N", "C", "C", "C", "N", "N", "C", "C", "C", "N", "H", "H", "H", "H", "H", "H", "H", "H", "H", "H", "H", "H", "C", "O", "C", "S", "S", "H", "H", "H"], "positions_angstrom": [[-1.177066, 0.869514, 0.358896], [2.847510, 1.813090, 0.637087], [1.542155, 2.217002, 0.773460], [0.716149, 1.201337, 0.424728], [1.498119, 0.138008, 0.070932], [2.774097, 0.488939, 0.196525], [0.860019, -1.249118, -0.341606], [-0.064392, -0.963709, -1.571539], [-0.166110, -1.464282, -2.811680], [-1.201501, -0.838529, -3.483702], [-1.716409, 0.066253, -2.573246], [-1.029476, -0.011226, -1.424937], [-0.089466, -1.648996, 0.850918], [-0.121761, -2.760510, 1.582144], [-1.123055, -2.645720, 2.547894], [-1.671313, -1.400689, 2.349443], [-1.047316, -0.794008, 1.313115], [1.933046, -2.268817, -0.501303], [2.378763, -3.117551, -1.476214], [3.421200, -3.836290, -0.970700], [3.565162, -3.366647, 0.352925], [2.681772, -2.434342, 0.634335], [3.737839, 2.383569, 0.834398], [1.137109, 3.163561, 1.094667], [3.554481, -0.223958, -0.010236], [0.491642, -2.235131, -3.162932], [-1.530356, -1.019061, -4.491583], [-2.535857, 0.759342, -2.678961], [0.578006, -3.556661, 1.390458], [-1.396301, -3.374057, 3.290757], [-2.470219, -0.898076, 2.871183], [1.951753, -3.170334, -2.459313], [3.999403, -4.589610, -1.476434], [4.277032, -3.673343, 1.102754], [-3.082044, 5.920945, 0.588414], [-2.699528, 4.503603, 0.484998], [-3.468486, 3.644278, 1.045504], [-4.838109, 3.737421, 1.911556], [-3.053492, 1.929100, 0.918981], [-2.307952, 6.450959, 0.048067], [-3.100163, 6.200427, 1.638830], [-4.054885, 6.053315, 0.121418]], "forces_ev_per_a": [[-0.2, -0.3, 0.1], [-0.1, 0.0, 0.0], [0.1, 0.1, 0.1], [-0.3, 0.1, 0.1], [0.0, -0.1, -0.1], [-0.1, 0.0, 0.0], [0.1, 0.0, -0.1], [0.1, -0.1, 0.0], [0.0, 0.0, 0.0], [0.0, 0.0, 0.1], [-0.1, 0.0, -0.1], [-0.2, 0.3, 0.3], [0.1, -0.2, -0.1], [0.0, 0.1, -0.1], [-0.1, 0.1, 0.0], [-0.1, -0.1, 0.2], [0.0, 0.4, -0.2], [-0.1, 0.1, 0.0], [0.0, 0.0, -0.1], [0.0, 0.0, 0.1], [0.0, 0.0, -0.1], [0.0, 0.0, 0.1], [0.0, 0.0, 0.0], [0.0, 0.0, 0.0], [0.0, 0.0, 0.0], [0.0, 0.0, 0.0], [0.0, 0.0, 0.0], [0.0, 0.0, 0.0], [0.0, 0.0, 0.0], [0.0, 0.0, 0.0], [0.0, 0.0, 0.0], [0.0, 0.0, 0.0], [0.0, 0.0, 0.0], [0.0, 0.0, 0.0], [0.0, -0.1, 0.0], [0.3, 0.2, -0.2], [-0.8, 0.1, 0.6], [0.4, 0.2, -0.3], [0.8, -0.8, -0.4], [0.0, 0.0, 0.0], [0.0, 0.0, 0.0], [0.0, 0.0, 0.0]]}

=====

{"formula": "C14H15ClN3O3Pt", "method": "wB97M-V/def2-TZVPD", "total_charge": 3, "homo_energy_ha": -0.6781, "multiplicity": 1, "orbital_gap_ha": 0.1608, "elements": ["Pt", "Cl", "C", "C", "C", "C", "O", "C", "C", "O", "C", "H", "H", "H", "H", "C", "C", "C", "N", "C", "C", "H", "H", "H", "H", "H", "C", "N", "C", "N", "O", "H", "H", "H", "H", "H", "H"], "positions_angstrom": [[-0.293339, -0.419099, 0.202658], [5.576600, -1.878786, 4.214586], [4.491361, -1.417236, 3.090033], [4.869715, -0.498212, 2.058618], [3.944671, -0.121020, 1.156266], [2.551765, -0.612654, 1.234700], [1.744781, -0.222738, 0.397272], [2.197925, -1.597737, 2.285005], [0.835148, -2.179602, 2.387260], [-0.127858, -1.828455, 1.727467], [3.138801, -1.981158, 3.164000], [5.889534, -0.133821, 2.027904], [4.169419, 0.565552, 0.347730], [0.694477, -2.953180, 3.150263], [2.940975, -2.709812, 3.943651], [-5.030793, -0.769299, -0.119788], [-4.338410, -1.365370, 0.924059], [-2.964829, -1.280212, 0.953165], [-2.271151, -0.641559, -0.012788], [-2.940744, -0.072145, -1.034534], [-4.313537, -0.126222, -1.118365], [-6.111403, -0.808070, -0.156970], [-4.852480, -1.890877, 1.715976], [-2.395165, -1.736710, 1.745666], [-2.354547, 0.398834, -1.805879], [-4.809916, 0.331101, -1.962243], [-0.009634, 3.537685, -3.529726], [-0.223501, 2.974180, -2.194479], [-0.130951, 1.694102, -1.896362], [0.228548, 0.803448, -2.822198], [-0.421477, 1.353153, -0.678791], [-0.168209, 4.609547, -3.472511], [-0.720644, 3.123984, -4.245169], [1.013500, 3.363815, -3.862880], [-0.539776, 3.577490, -1.449806], [0.424406, 1.083694, -3.770553], [0.306728, -0.172597, -2.593227]], "forces_ev_per_a": [[-0.2, 0.4, 0.7], [0.0, 0.0, 0.0], [0.0, 0.0, 0.0], [0.0, 0.0, 0.0], [0.0, 0.0, 0.0], [0.0, -0.3, -0.1], [0.1, 0.5, 0.1], [0.0, 0.0, 0.0], [0.0, 0.2, 0.2], [0.0, -0.5, -0.5], [0.0, 0.0, 0.0], [0.0, 0.0, 0.0], [0.0, 0.0, 0.0], [-0.1, 0.0, 0.0], [0.0, 0.0, 0.0], [0.0, 0.0, 0.0], [0.0, 0.0, 0.0], [0.0, 0.0, -0.1], [0.1, 0.2, 0.3], [0.0, -0.1, -0.1], [0.0, 0.0, 0.0], [0.0, 0.0, 0.0], [0.0, 0.0, 0.0], [0.0, 0.0, 0.0], [0.0, 0.0, 0.0], [0.0, 0.0, 0.0], [0.0, 0.0, 0.0], [-0.1, 0.0, 0.0], [0.0, 0.0, 0.1], [0.0, 0.0, 0.0], [0.2, -0.3, -0.5], [0.0, 0.0, 0.0], [0.0, 0.0, 0.0], [0.0, 0.0, 0.0], [0.0, 0.0, 0.0], [0.0, 0.0, 0.0], [0.0, 0.0, 0.0]]}

=====

{"formula": "C14H15IrN9O2S2SbSe5", "method": "wB97M-V/def2-TZVPD", "total_charge": -1, "homo_energy_ha": [-0.1623, -0.1654], "multiplicity": 2, "s_squared": 1.058, "orbital_gap_ha": [0.1965, 0.1900], "elements": ["Ir", "Se", "Sb", "Se", "Se", "Se", "N", "C", "C", "C", "C", "C", "C", "S", "O", "O", "N", "C", "N", "C", "C", "C", "N", "H", "H", "H", "H", "H", "H", "H", "H", "H", "C", "C", "N", "N", "C", "S", "N", "N", "H", "H", "H", "H", "H", "H", "Se", "C", "N"], "positions_angstrom": [[-0.274866, -1.650524, 0.970965], [-4.945903, -0.416783, 3.990565], [-3.690353, -1.995454, 2.564162], [-2.205806, -0.399668, 1.105854], [-0.783615, -2.852847, 2.842591], [-5.350552, -2.824100, 0.950622], [-4.822190, 1.145585, -4.521554], [-3.741221, 0.541735, -3.907839], [-2.436634, 0.843534, -4.318459], [-1.353293, 0.266925, -3.687644], [-1.565111, -0.624443, -2.644378], [-2.853191, -0.936202, -2.226975], [-3.935337, -0.345660, -2.845566], [-0.188236, -1.377453, -1.837688], [0.846017, -1.696075, -2.773122], [-0.744195, -2.515161, -1.074108], [0.344463, -0.408569, -0.646794], [1.174177, 0.620692, -0.925909], [1.248508, 1.082625, -2.187950], [2.101820, 2.059173, -2.427168], [2.905952, 2.622396, -1.446956], [2.721258, 2.125413, -0.171451], [1.877144, 1.143081, 0.101153], [-4.679268, 1.508313, -5.447220], [-5.723304, 0.730636, -4.361587], [-2.282459, 1.535130, -5.138259], [-0.339511, 0.489194, -3.983088], [-3.016957, -1.655565, -1.436375], [-4.936217, -0.579625, -2.504860], [2.129567, 2.416582, -3.452930], [3.610441, 3.410263, -1.664267], [3.264284, 2.525953, 0.679435], [3.153063, 0.222710, 4.741161], [3.321029, -0.787420, 3.673111], [4.309561, -1.608352, 3.528768], [3.993323, -2.341957, 2.422988], [2.804004, -2.006886, 1.893254], [2.030421, -2.700064, 0.590165], [2.382887, -0.989107, 2.685550], [1.221141, -0.280304, 2.446281], [4.053363, 0.252587, 5.348176], [2.298404, -0.032639, 5.369594], [2.959956, 1.207448, 4.314363], [4.587584, -3.083832, 2.102782], [0.875959, 0.161364, 3.298780], [1.385044, 0.437294, 1.708441], [-1.194878, 2.364373, 1.320058], [-0.524306, 2.256315, 2.973304], [-0.011969, 2.139369, 4.010024]], "forces_ev_per_a": [[2.9, 0.5, -1.2], [0.8, -0.8, -0.1], [-0.5, 1.0, 0.1], [-1.5, 0.8, -0.1], [-1.8, -1.0, 1.2], [0.9, -0.2, 0.4], [0.0, 0.1, 0.1], [0.1, 0.0, 0.1], [0.0, 0.0, 0.0], [0.0, -0.1, -0.1], [0.2, -0.3, 0.1], [-0.1, -0.1, 0.0], [0.0, 0.0, -0.1], [0.3, 0.9, -0.9], [-0.2, -0.1, -0.2], [-0.1, 0.3, 1.5], [-0.4, -0.6, -0.7], [0.4, 0.5, 0.0], [-0.1, -0.1, 0.1], [0.0, 0.0, 0.1], [0.0, 0.1, -0.1], [0.0, 0.0, 0.0], [-0.1, -0.3, -0.1], [0.0, 0.0, 0.0], [0.0, 0.0, 0.0], [0.0, 0.0, 0.0], [0.0, 0.0, -0.1], [0.0, 0.0, 0.0], [0.0, 0.0, 0.0], [0.1, 0.0, 0.0], [0.0, 0.0, 0.0], [0.0, 0.0, 0.0], [0.0, 0.0, 0.0], [0.0, 0.1, 0.0], [0.3, 0.0, 0.2], [-0.4, 0.2, 0.0], [0.2, -0.1, 0.2], [-0.4, -0.3, -0.1], [0.3, -0.2, 0.0], [-0.9, 0.0, -0.5], [0.0, 0.0, 0.0], [0.0, 0.0, 0.0], [0.0, 0.0, 0.0], [0.0, 0.0, 0.0], [-0.2, -0.2, 0.0], [0.2, -0.1, 0.1], [-0.5, 0.0, -0.6], [0.5, -0.1, 0.8], [0.0, -0.1, -0.1]]}

=====

{"formula": "C14H15LuN4O4S2Se", "method": "wB97M-V/def2-TZVPD", "homo_energy_ha": -0.3096, "multiplicity": 1, "orbital_gap_ha": 0.2994, "elements": ["Lu", "N", "C", "C", "C", "O", "O", "H", "H", "H", "H", "H", "H", "O", "C", "C", "C", "C", "C", "C", "C", "O", "N", "N", "C", "S", "C", "C", "S", "H", "H", "H", "H", "H", "H", "H", "H", "H", "Se", "C", "N"], "positions_angstrom": [[-0.425572, 0.165897, -1.245387], [-2.818137, -0.649809, -1.436675], [-3.822993, 0.237224, -2.167586], [-3.179223, 0.787658, -3.481506], [-1.733377, 1.117360, -3.038402], [-1.613372, 1.850916, -1.997608], [-0.729180, 0.463267, -3.393534], [-2.825790, -1.565981, -1.914434], [-3.021687, -0.878242, -0.446728], [-3.809691, 1.154143, -1.414944], [-4.838056, -0.213612, -2.397823], [-3.736106, 1.724456, -3.626489], [-3.156697, 0.072047, -4.377315], [1.893840, 0.171906, 4.093175], [0.563060, 0.060037, 4.300964], [0.071072, 0.090978, 5.566520], [-1.288132, -0.094573, 5.839477], [-2.138111, -0.297283, 4.781604], [-1.695048, -0.268551, 3.465162], [-0.332358, -0.054479, 3.159636], [0.010678, 0.062223, 1.750297], [-0.906846, -0.087324, 0.841268], [1.273024, 0.247332, 1.477021], [1.415625, 0.590834, 0.087857], [2.571340, 0.543072, -0.501532], [2.712265, 1.160987, -2.153718], [3.939179, -0.032711, -2.707628], [4.956928, -0.095037, -1.607504], [4.093417, -0.296984, -0.029815], [2.028274, 0.159162, 3.165331], [0.833185, 0.061170, 6.363545], [-1.592337, 0.015583, 6.904240], [-3.280126, -0.333360, 4.857994], [-2.430282, -0.475361, 2.638991], [4.351123, 0.389787, -3.555093], [3.498333, -0.972170, -3.011350], [5.558563, 0.798945, -1.566489], [5.683444, -0.870250, -1.788492], [0.957067, -2.123432, -2.323920], [1.405495, -1.500798, -4.027459], [1.557228, -1.115030, -5.081662]], "forces_ev_per_a": [[0.7, -0.6, 0.3], [-0.4, -1.4, -0.7], [0.8, 1.4, 1.8], [0.7, -0.4, 0.0], [-1.0, 0.3, 0.1], [-0.2, 0.6, 0.0], [-0.5, -0.3, -1.4], [0.2, 0.4, 0.3], [-0.4, 0.6, -0.8], [-0.9, -1.8, -1.8], [1.3, 0.4, 0.7], [0.3, -0.4, -0.7], [-0.3, 1.1, 1.4], [-0.6, 0.0, 2.3], [-0.1, 0.2, -3.1], [0.2, -0.9, 1.6], [0.8, 0.6, 0.9], [-2.9, 0.3, -0.6], [0.4, -0.4, -0.7], [-1.3, -0.3, 1.9], [0.6, -0.7, -0.3], [-0.2, 0.3, 0.1], [0.8, 0.8, -1.4], [1.1, -0.1, 0.6], [0.5, -1.0, -0.1], [-0.9, 0.1, 0.2], [-0.7, -0.2, 1.2], [0.0, 0.2, 0.2], [-1.0, 0.1, 0.6], [0.5, 0.1, -2.1], [-0.6, 0.4, -0.3], [-0.1, -0.4, -1.1], [1.8, -0.2, 0.5], [1.0, 0.5, 0.9], [1.0, 1.0, -1.9], [-0.1, -0.2, 0.4], [-0.1, 0.6, 0.0], [-0.1, -0.8, 0.3], [0.1, 0.0, -0.2], [-1.3, -1.1, 3.1], [0.8, 0.9, -2.5]]}

=====

- What is the formula in the fourth record?
  C14H15LuN4O4S2Se

=====

- Which formula does entry 2 have?
  C14H15ClN3O3Pt